# 1
Density functional theory data (wB97M-V/def2-TZVPD) for 4 unconnected molecules or ions with the total composition C3H12O5.

XYZ file:
```
20
Properties=species:S:1:pos:R:3
O 1.02 0.43 0.23
C 0.44 -0.23 1.11
O 0.42 -1.52 1.04
C -0.28 0.26 2.33
C -0.42 1.77 2.43
H 1.02 -1.92 0.36
H 0.55 0.01 3.13
H -1.15 -0.29 2.66
H -0.79 2.31 3.31
H -1.00 2.13 1.57
H 0.55 2.30 2.40
H -2.00 -0.19 -2.90
H -0.71 0.34 -2.34
O -1.15 -0.52 -2.59
H -0.55 1.74 -0.70
H 0.25 2.19 -1.79
O -0.65 1.84 -1.65
H -0.04 -2.21 -1.92
H 1.28 -1.38 -1.83
O 0.87 -2.22 -1.58
```

As for the multiplicity: 2. The charge is +1. The gap between HOMO and LUMO (spin up / spin down) comes out at 9.7 / 4.3 eV. Its energy above the lowest of the compared OMol25 structures with the same formula, charge and spin is 67.79 kJ/mol.



# 2
Density functional theory data (wB97M-V/def2-TZVPD) for a molecular structure, C3H13AsNS.

XYZ file:
```
19
Properties=species:S:1:pos:R:3
C 2.28 -0.36 0.23
C 1.98 1.09 -0.15
S 0.37 1.76 0.41
C -0.57 0.36 1.04
As -1.44 -0.93 -0.32
N -2.58 0.47 -1.03
H 1.85 -0.63 1.19
H 3.36 -0.49 0.30
H 1.91 -1.03 -0.54
H 2.74 1.73 0.29
H 2.02 1.20 -1.24
H 0.01 -0.22 1.76
H -1.39 0.81 1.61
H -2.54 -1.25 0.78
H -2.07 -2.00 -1.30
H -0.37 -0.53 -1.44
H -0.48 -2.09 0.24
H -3.08 0.96 -0.30
H -1.98 1.14 -1.51
```

The charge is -1. The gap between HOMO and LUMO comes out at 6.5 eV.



# 3
Density functional theory data (wB97M-V/def2-TZVPD) for 2 unconnected molecules or ions with the total composition C3H13BIN2O7P2S.

XYZ file:
```
30
Properties=species:S:1:pos:R:3
N 2.88 0.23 1.43
B 2.30 -0.42 0.23
O 2.48 0.13 -1.01
P 1.17 -2.03 0.42
I 2.34 -3.26 -1.58
O 0.06 -3.37 0.55
C -1.21 -2.97 1.00
C -1.07 -1.58 1.73
P -1.96 -0.16 0.98
O -3.05 -0.68 -0.09
O -0.95 0.61 0.02
S -2.77 0.98 2.33
O 0.28 -1.24 1.74
H 2.66 1.22 1.50
H 3.89 0.14 1.45
H 2.55 1.09 -0.97
H 0.28 -1.49 -0.58
H 2.01 -2.71 1.35
H -1.89 -2.90 0.15
H -1.56 -3.70 1.72
H -1.47 -1.71 2.73
H -2.73 -0.50 -0.98
H -0.31 1.10 0.54
C -1.13 3.39 -2.42
N 0.15 3.24 -1.68
O 0.23 3.75 -0.58
O 1.03 2.62 -2.22
H -1.81 3.96 -1.81
H -0.90 3.89 -3.36
H -1.50 2.39 -2.61
```

The charge is -1. The gap between HOMO and LUMO comes out at 6.5 eV. Its energy above the lowest of the compared OMol25 structures with the same formula, charge and spin is 0.00 kJ/mol.



# 4
Density functional theory data (wB97M-V/def2-TZVPD) for a molecular structure, C3H13BeFeN6O4.

XYZ file:
```
28
Properties=species:S:1:pos:R:3
Be 23.01 18.01 1.37
Fe 19.24 18.42 3.53
O 20.96 17.72 2.73
H 21.01 16.78 2.47
C 21.55 15.85 -0.66
O 21.35 16.84 -0.02
N 21.82 14.74 -0.14
N 21.67 15.81 -1.97
H 21.75 14.53 0.85
H 21.82 13.94 -0.76
H 21.91 15.02 -2.56
H 21.54 16.70 -2.42
C 18.05 16.36 1.64
O 18.41 17.51 1.92
N 16.85 15.88 2.03
N 18.67 15.49 0.97
H 16.50 14.97 1.76
H 16.23 16.60 2.36
H 19.33 15.90 0.32
H 18.17 14.65 0.73
C 20.86 13.17 3.10
O 21.77 13.62 2.41
N 19.94 13.90 3.57
N 20.81 11.84 3.40
H 20.06 14.90 3.46
H 19.13 13.41 3.93
H 20.23 11.43 4.13
H 21.43 11.17 2.97
```

As for the multiplicity: 6. The charge is +4. The gap between HOMO and LUMO (spin up / spin down) comes out at 4.9 / 4.7 eV.



# 5
Density functional theory data (wB97M-V/def2-TZVPD) for 2 unconnected molecules or ions with the total composition C3H13BrSi3.

XYZ file:
```
20
Properties=species:S:1:pos:R:3
C 0.54 -2.32 -1.91
C 1.88 0.33 -0.96
C 0.67 -1.56 1.15
Si -2.39 3.04 1.74
Si -1.34 0.59 -0.63
Si 0.45 -0.95 -0.56
Br -0.61 2.44 2.75
H 1.42 -3.01 -2.03
H -0.26 -3.01 -1.92
H 0.76 -1.74 -2.80
H 1.71 1.16 -0.26
H 2.68 -0.30 -0.60
H 2.14 0.85 -1.78
H 0.30 -0.92 2.02
H 0.11 -2.46 1.34
H 1.71 -1.66 1.51
H -2.79 4.48 2.34
H -3.13 1.89 2.28
H -2.11 3.14 0.29
H -1.74 0.00 -1.96
```

The gap between HOMO and LUMO comes out at 6.9 eV. Its energy above the lowest of the compared OMol25 structures with the same formula, charge and spin is 265.43 kJ/mol.



# 6
Density functional theory data (wB97M-V/def2-TZVPD) for 2 unconnected molecules or ions with the total composition C3H13N2.

XYZ file:
```
18
Properties=species:S:1:pos:R:3
C 1.13 -1.48 1.78
N 1.40 -0.60 0.58
H 1.95 -2.18 1.90
H 1.04 -0.80 2.62
H 0.22 -2.04 1.59
H 1.70 -1.22 -0.18
H 2.17 0.05 0.72
H 0.48 -0.02 0.21
C -0.21 0.92 -1.84
N -0.55 0.91 -0.39
C -1.89 0.36 -0.17
H -0.17 -0.12 -2.16
H -1.01 1.38 -2.41
H 0.74 1.39 -2.06
H -0.53 1.88 -0.09
H -2.04 -0.49 -0.84
H -2.71 1.05 -0.38
H -2.03 0.04 0.86
```

The charge is +1. The gap between HOMO and LUMO comes out at 11.2 eV. Its energy above the lowest of the compared OMol25 structures with the same formula, charge and spin is 99.29 kJ/mol.



# 7
Density functional theory data (wB97M-V/def2-TZVPD) for 2 unconnected molecules or ions with the total composition C3H13N2O.

XYZ file:
```
19
Properties=species:S:1:pos:R:3
N 1.03 0.69 0.88
C -0.44 0.60 0.56
C -0.74 1.57 -0.57
C -0.77 -0.85 0.21
N -2.16 -1.22 0.36
H 1.38 0.22 1.75
H 1.63 0.34 0.11
H 1.35 1.68 0.97
H -0.91 0.93 1.49
H -0.13 1.33 -1.44
H -1.78 1.44 -0.85
H -0.48 2.59 -0.28
H -0.13 -1.57 0.73
H -0.51 -0.99 -0.85
H -2.54 -1.08 1.28
H -2.80 -0.91 -0.34
H 2.58 -1.71 -1.58
H 2.95 -0.24 -1.80
O 2.43 -0.82 -1.22
```

As for the multiplicity: 2. The gap between HOMO and LUMO (spin up / spin down) comes out at 3.8 / 10.1 eV. Its energy above the lowest of the compared OMol25 structures with the same formula, charge and spin is 5.13 kJ/mol.



# 8
Density functional theory data (wB97M-V/def2-TZVPD) for 2 unconnected molecules or ions with the total composition C3H13N2O.

XYZ file:
```
19
Properties=species:S:1:pos:R:3
N -0.07 1.26 -1.11
C 0.68 0.60 0.09
C 1.71 -0.49 -0.42
C -0.34 0.14 1.10
N 0.52 -0.27 2.29
H -0.72 1.90 -0.65
H -0.49 0.53 -1.75
H 0.50 1.95 -1.70
H 1.35 1.55 0.38
H 0.99 -1.37 -0.78
H 2.41 -0.97 0.36
H 2.34 -0.07 -1.22
H -1.05 0.94 1.44
H -1.00 -0.76 0.74
H -0.23 -0.67 2.96
H 0.61 0.59 2.79
H -1.58 -1.76 -1.08
H -2.12 -1.47 -2.38
O -2.06 -1.10 -1.50
```

The charge is +1. The gap between HOMO and LUMO comes out at 10.7 eV. Its energy above the lowest of the compared OMol25 structures with the same formula, charge and spin is 188.02 kJ/mol.



# 9
Density functional theory data (wB97M-V/def2-TZVPD) for 2 unconnected molecules or ions with the total composition C3H13N2O.

XYZ file:
```
19
Properties=species:S:1:pos:R:3
N -1.10 0.21 0.66
C -0.28 0.60 -0.60
C -0.55 -0.52 -1.58
C 1.16 0.77 -0.12
N 1.83 1.51 -1.17
H -0.64 0.84 1.32
H -0.97 -0.75 1.03
H -2.06 0.51 0.55
H -0.66 1.58 -0.90
H -0.24 -1.48 -1.11
H -0.11 -0.52 -2.58
H -1.63 -0.69 -1.69
H 1.26 1.34 0.82
H 1.61 -0.23 -0.13
H 1.91 2.52 -1.23
H 2.76 1.20 -1.42
H -1.55 -2.04 2.78
H -0.74 -2.95 1.88
O -0.76 -2.06 2.23
```

The charge is +1. The gap between HOMO and LUMO comes out at 9.8 eV. Its energy above the lowest of the compared OMol25 structures with the same formula, charge and spin is 86.41 kJ/mol.



# 10
Density functional theory data (wB97M-V/def2-TZVPD) for 4 unconnected molecules or ions with the total composition C3H13N2O4S.

XYZ file:
```
23
Properties=species:S:1:pos:R:3
C 1.66 -0.01 0.67
C 1.28 0.89 1.81
S 2.79 1.42 2.71
N 0.46 -0.46 -0.10
C 0.46 -1.55 -0.89
N 1.67 -2.10 -1.17
O -0.56 -2.06 -1.37
H 2.32 0.55 0.00
H 2.18 -0.89 1.04
H 0.75 1.76 1.42
H 0.65 0.37 2.51
H -0.42 -0.17 0.29
H 2.53 -1.61 -0.98
H 1.66 -2.82 -1.87
H -2.98 -0.47 -0.37
H -2.01 -1.15 -1.36
O -2.78 -0.53 -1.31
H -1.99 1.09 -1.65
H -0.57 1.58 -1.41
O -1.47 1.91 -1.43
H -1.97 1.62 0.37
H -1.55 1.52 1.87
O -2.11 1.10 1.19
```

The charge is -1. The gap between HOMO and LUMO comes out at 6.2 eV. Its energy above the lowest of the compared OMol25 structures with the same formula, charge and spin is 0.00 kJ/mol.



# 11
Density functional theory data (wB97M-V/def2-TZVPD) for 2 unconnected molecules or ions with the total composition C3H13N2OS2.

XYZ file:
```
21
Properties=species:S:1:pos:R:3
S 0.21 0.35 3.39
S 1.88 -0.23 2.30
C 1.54 0.68 0.72
C 0.76 -0.18 -0.25
C 0.88 0.20 -1.70
N 0.00 1.38 -2.00
N -0.72 -0.10 0.16
H 0.85 1.36 3.92
H 2.51 0.98 0.26
H 1.05 1.56 1.17
H 0.97 -1.26 -0.31
H 0.69 -0.66 -2.42
H 1.90 0.63 -1.81
H -0.55 1.33 -2.83
H 0.51 2.24 -1.92
H -0.89 0.35 1.04
H -1.03 -1.08 0.10
H -1.25 0.40 -0.65
H -2.99 -3.41 0.13
H -3.57 -2.06 0.49
O -2.75 -2.47 0.18
```

The charge is +1. The gap between HOMO and LUMO comes out at 10.0 eV. Its energy above the lowest of the compared OMol25 structures with the same formula, charge and spin is 93.65 kJ/mol.



# 12
Density functional theory data (wB97M-V/def2-TZVPD) for 3 unconnected molecules or ions with the total composition C3H13N3.

XYZ file:
```
19
Properties=species:S:1:pos:R:3
C 1.24 2.18 -4.03
C -0.32 1.75 -5.69
C 0.60 -4.72 8.87
N 1.82 -4.96 8.67
N -2.32 2.54 -2.72
N -0.09 1.83 -4.46
H 1.89 1.99 -4.79
H 1.18 3.09 -3.52
H 1.45 1.41 -3.17
H -1.32 1.47 -6.11
H 0.42 2.08 -6.56
H -0.94 1.84 -3.69
H 0.37 -3.67 8.73
H -0.07 -5.43 9.14
H 2.03 -5.95 8.72
H 2.54 -4.25 8.36
H -3.30 2.60 -2.90
H -2.04 2.60 -1.77
H -1.97 3.41 -3.15
```

The charge is +2. The gap between HOMO and LUMO comes out at 9.4 eV. Its energy above the lowest of the compared OMol25 structures with the same formula, charge and spin is 137.28 kJ/mol.



# 13
Density functional theory data (wB97M-V/def2-TZVPD) for 3 unconnected molecules or ions with the total composition C3H13N3O2.

XYZ file:
```
21
Properties=species:S:1:pos:R:3
C -1.57 1.63 -1.18
C -0.03 1.50 -0.89
N 0.27 0.08 -1.18
C 1.37 -0.49 -0.50
N 2.72 -0.16 -0.71
N 1.09 -1.66 0.06
H -2.17 0.93 -0.51
H -1.86 2.64 -1.06
H -1.69 1.57 -2.14
H 0.36 1.56 0.07
H 0.44 2.36 -1.50
H -0.63 -0.34 -1.42
H 2.94 0.63 -1.30
H 3.30 -0.12 0.14
H 1.92 -2.23 0.11
H -0.54 -0.86 2.93
H -0.80 -2.09 3.44
O -0.70 -1.18 3.87
H -1.33 -1.94 0.29
H -1.30 -0.56 0.82
O -1.79 -1.26 0.66
```

The gap between HOMO and LUMO comes out at 9.8 eV. Its energy above the lowest of the compared OMol25 structures with the same formula, charge and spin is 264.82 kJ/mol.



Calculated E, -13533.0166, -76482.4158, -58826.8309, -55190.8801, -96994.6125, -6295.5880, -8346.4845, -8342.0334, -8343.0866, -25330.4653, -30013.6116, -7775.1763, -11884.9809 eV (same order as the records).
Calculated F_max, 4.2, 0.6, 1.6, 8.5, 4.2, 1.2, 1.0, 3.8, 2.2, 0.9, 3.4, 5.5, 6.9 eV/A (same order as the records).